Record 1
{
  "formula": "C35H39Br2N6O11PPbS3",
  "method": "ωB97M-V with the def2-TZVPD basis set",
  "elements": ["Pb", "Br", "C", "C", "C", "N", "C", "C", "C", "C", "C", "Br", "C", "C", "N", "H", "H", "H", "H", "H", "H", "C", "C", "S", "C", "C", "S", "C", "C", "S", "H", "H", "H", "H", "H", "H", "H", "H", "H", "H", "H", "H", "O", "C", "O", "C", "C", "C", "N", "C", "C", "C", "O", "O", "H", "H", "H", "O", "C", "O", "C", "C", "N", "N", "C", "C", "O", "O", "H", "H", "H", "N", "C", "C", "C", "O", "P", "O", "C", "C", "O", "C", "C", "H", "H", "H", "H", "H", "H", "H", "H", "H", "H", "H", "H", "H", "H", "H"],
  "coordinates": [[-0.025, -0.929, 0.108], [-7.136, -0.796, -1.724], [-5.323, -0.598, -1.222], [-4.969, -0.587, 0.108], [-3.617, -0.478, 0.406], [-2.675, -0.378, -0.524], [-3.038, -0.325, -1.801], [-4.360, -0.456, -2.205], [-1.947, -0.058, -2.790], [-2.239, 0.287, -4.108], [-1.188, 0.576, -4.954], [-1.545, 1.051, -6.751], [0.114, 0.530, -4.501], [0.307, 0.181, -3.175], [-0.694, -0.098, -2.342], [-5.699, -0.680, 0.899], [-3.280, -0.491, 1.434], [-4.650, -0.455, -3.244], [-3.254, 0.354, -4.464], [0.955, 0.755, -5.140], [1.309, 0.123, -2.764], [4.706, -2.124, 2.746], [4.040, -0.755, 2.810], [2.294, -0.656, 2.401], [1.491, -1.702, 3.625], [1.469, -3.220, 3.389], [0.936, -3.711, 1.729], [2.321, -4.603, 0.944], [3.744, -4.469, 1.466], [4.602, -2.910, 1.115], [4.277, -2.798, 3.486], [5.762, -2.007, 3.002], [4.499, -0.079, 2.083], [4.206, -0.319, 3.801], [0.463, -1.334, 3.653], [1.925, -1.494, 4.608], [0.745, -3.651, 4.083], [2.430, -3.677, 3.614], [2.290, -4.271, -0.095], [2.066, -5.665, 0.960], [4.331, -5.249, 0.976], [3.819, -4.672, 2.535], [-4.516, 6.010, 2.660], [-4.803, 5.663, 1.495], [-5.665, 6.127, 0.711], [-3.974, 4.483, 0.926], [-4.310, 3.914, -0.298], [-3.542, 2.871, -0.788], [-2.469, 2.379, -0.171], [-2.144, 2.914, 1.014], [-2.877, 3.948, 1.593], [-0.899, 2.366, 1.729], [-0.718, 2.693, 2.908], [-0.123, 1.617, 1.036], [-5.158, 4.312, -0.839], [-3.797, 2.407, -1.744], [-2.591, 4.342, 2.557], [-4.046, -5.982, 1.191], [-3.227, -6.242, 0.196], [-3.172, -7.337, -0.329], [-2.371, -5.126, -0.291], [-1.609, -5.210, -1.438], [-0.991, -4.034, -1.595], [-1.287, -3.179, -0.609], [-2.113, -3.821, 0.206], [-2.537, -3.134, 1.496], [-3.590, -3.558, 2.034], [-1.863, -2.145, 1.846], [-3.909, -5.028, 1.551], [-1.480, -6.031, -2.124], [-0.238, -3.778, -2.229], [1.757, -3.007, -2.399], [1.428, -2.230, -1.598], [2.607, 4.157, 2.008], [2.608, 2.645, 2.078], [3.033, 2.052, 0.826], [2.021, 1.651, -0.387], [1.602, 3.175, -0.794], [0.443, 3.422, -1.598], [0.794, 4.443, -2.657], [3.198, 1.362, -1.512], [4.278, 2.269, -1.732], [5.570, 1.673, -1.208], [2.370, 4.558, 2.996], [1.848, 4.507, 1.311], [3.581, 4.540, 1.692], [1.625, 2.273, 2.356], [3.337, 2.293, 2.812], [-0.354, 3.770, -0.951], [0.088, 2.497, -2.057], [1.103, 5.382, -2.195], [-0.075, 4.643, -3.289], [1.612, 4.083, -3.288], [4.071, 3.227, -1.254], [4.343, 2.441, -2.810], [5.512, 1.567, -0.124], [6.421, 2.314, -1.456], [5.736, 0.686, -1.644]],
  "homo_lumo_gap_ha": 0.2342,
  "molar_mass_g_mol": 1213.91,
  "homo_ev": -3.15,
  "charge": -2
}



Record 2
{
  "formula": "C35H39F4FeN3O4Si",
  "method": "ωB97M-V with the def2-TZVPD basis set",
  "elements": ["Fe", "C", "C", "C", "C", "C", "C", "C", "C", "C", "C", "C", "C", "N", "C", "C", "C", "C", "C", "C", "F", "H", "H", "H", "H", "H", "H", "H", "H", "H", "H", "H", "H", "H", "H", "H", "H", "H", "H", "H", "H", "H", "O", "C", "O", "C", "C", "C", "C", "C", "C", "N", "O", "O", "H", "H", "H", "H", "C", "Si", "C", "C", "N", "C", "C", "C", "C", "C", "C", "H", "H", "H", "H", "H", "H", "H", "H", "H", "H", "H", "H", "H", "H", "F", "C", "F", "F"],
  "coordinates": [[0.148, -0.082, 0.197], [2.067, -2.570, -2.179], [3.447, -2.364, -1.563], [3.552, -2.968, -0.164], [3.884, -0.911, -1.662], [4.888, -0.645, -2.592], [5.395, 0.625, -2.788], [4.860, 1.668, -2.055], [3.843, 1.458, -1.131], [3.297, 2.666, -0.387], [3.043, 3.845, -1.330], [4.223, 3.124, 0.745], [3.352, 0.148, -0.894], [2.408, -0.042, 0.155], [3.005, 0.000, 1.378], [4.364, -0.298, 1.656], [4.892, -0.249, 2.936], [4.118, 0.113, 4.031], [2.782, 0.437, 3.804], [2.286, 0.377, 2.529], [0.981, 0.760, 2.340], [1.794, -3.629, -2.148], [2.053, -2.234, -3.219], [1.307, -2.021, -1.626], [4.157, -2.916, -2.192], [2.852, -2.508, 0.530], [4.562, -2.847, 0.235], [3.324, -4.036, -0.201], [5.287, -1.475, -3.167], [6.187, 0.800, -3.507], [5.237, 2.672, -2.206], [2.343, 2.363, 0.048], [3.979, 4.237, -1.735], [2.562, 4.662, -0.785], [2.401, 3.564, -2.165], [5.188, 3.445, 0.338], [4.407, 2.335, 1.472], [3.780, 3.977, 1.268], [5.006, -0.566, 0.828], [5.938, -0.499, 3.077], [4.533, 0.149, 5.030], [2.119, 0.751, 4.601], [-0.143, 2.782, -2.872], [-0.093, 2.623, -1.653], [0.017, 1.534, -1.020], [-0.143, 3.879, -0.780], [0.007, 3.814, 0.598], [0.026, 4.973, 1.368], [-0.115, 6.212, 0.770], [-0.281, 6.254, -0.608], [-0.297, 5.116, -1.393], [-0.437, 7.568, -1.250], [-0.395, 8.564, -0.541], [-0.602, 7.609, -2.455], [0.103, 2.847, 1.069], [0.148, 4.902, 2.441], [-0.102, 7.129, 1.339], [-0.407, 5.161, -2.466], [-1.402, -3.958, -2.226], [-1.617, -2.424, -1.120], [-1.766, -1.000, -2.329], [-3.274, -2.718, -0.269], [-0.378, -2.088, 0.018], [0.148, -2.977, 0.917], [0.570, -2.536, 2.192], [1.194, -3.371, 3.097], [1.400, -4.717, 2.804], [0.948, -5.192, 1.580], [0.339, -4.353, 0.659], [-2.139, -3.884, -3.033], [-1.597, -4.889, -1.688], [-0.411, -4.019, -2.681], [-2.780, -0.977, -2.740], [-1.068, -1.121, -3.163], [-1.583, -0.018, -1.894], [-3.989, -3.187, -0.953], [-3.693, -1.779, 0.095], [-3.142, -3.376, 0.595], [0.367, -1.509, 2.468], [1.524, -2.961, 4.046], [1.894, -5.373, 3.510], [1.089, -6.237, 1.322], [0.046, -4.755, -0.300], [-2.211, -0.430, 2.120], [-1.743, 0.474, 1.173], [-1.713, 1.671, 1.908], [-2.863, 0.660, 0.368]],
  "homo_lumo_gap_ha": [0.2183, 0.2169],
  "molar_mass_g_mol": 725.64,
  "homo_ev": [-2.11, -2.07],
  "multiplicity": 5,
  "s_squared": 6.01,
  "charge": -2
}



Record 3
{
  "formula": "C35H39Ge2N2OReSSe",
  "method": "ωB97M-V with the def2-TZVPD basis set",
  "elements": ["Re", "C", "C", "C", "C", "C", "C", "C", "O", "C", "C", "C", "H", "H", "H", "H", "H", "H", "H", "H", "H", "H", "H", "H", "Se", "C", "Ge", "C", "C", "Ge", "C", "C", "C", "C", "C", "C", "C", "C", "C", "C", "C", "C", "H", "H", "H", "H", "H", "H", "H", "H", "H", "H", "H", "H", "H", "H", "H", "H", "H", "H", "H", "S", "C", "C", "C", "N", "C", "C", "C", "C", "C", "N", "C", "C", "H", "H", "H", "H", "H", "H", "H", "H"],
  "coordinates": [[-1.392, -0.338, 0.224], [4.124, 5.345, -1.346], [2.977, 4.632, -0.711], [3.014, 3.247, -0.518], [1.956, 2.563, 0.024], [2.095, 1.095, 0.284], [0.782, 3.301, 0.388], [-0.423, 2.719, 0.779], [-0.772, 1.491, 0.719], [0.769, 4.734, 0.279], [-0.399, 5.584, 0.705], [1.857, 5.354, -0.288], [5.000, 4.707, -1.440], [4.388, 6.238, -0.780], [3.834, 5.679, -2.346], [3.913, 2.705, -0.785], [3.142, 0.805, 0.219], [1.533, 0.514, -0.450], [1.726, 0.838, 1.276], [-1.201, 3.384, 1.148], [-0.800, 5.302, 1.677], [-1.210, 5.537, -0.026], [-0.086, 6.623, 0.773], [1.855, 6.431, -0.398], [-2.547, -2.104, -0.296], [-3.415, 2.956, -0.392], [-3.599, 1.509, -1.695], [-3.886, 2.244, -3.488], [-5.057, 0.337, -1.141], [-1.419, 0.250, -2.212], [0.069, 1.397, -2.738], [-0.142, 2.760, -2.945], [0.862, 3.562, -3.474], [2.088, 3.006, -3.805], [2.318, 1.653, -3.589], [1.316, 0.855, -3.059], [-1.770, -1.167, -3.493], [-3.056, -1.377, -3.990], [-3.314, -2.414, -4.876], [-2.287, -3.258, -5.270], [-1.003, -3.063, -4.779], [-0.745, -2.023, -3.899], [-4.369, 3.484, -0.343], [-2.650, 3.676, -0.688], [-3.199, 2.568, 0.603], [-4.861, 2.736, -3.471], [-3.901, 1.472, -4.254], [-3.131, 2.982, -3.750], [-5.984, 0.910, -1.191], [-4.917, 0.003, -0.114], [-5.162, -0.536, -1.784], [-1.099, 3.210, -2.704], [0.677, 4.615, -3.647], [2.862, 3.622, -4.246], [3.272, 1.215, -3.852], [1.514, -0.200, -2.912], [-3.875, -0.731, -3.697], [-4.315, -2.559, -5.260], [-2.485, -4.067, -5.961], [-0.200, -3.720, -5.086], [0.266, -1.890, -3.535], [2.781, -3.211, 4.446], [1.721, -2.390, 3.299], [0.836, -1.383, 3.694], [0.016, -0.809, 2.757], [0.035, -1.179, 1.457], [0.877, -2.153, 1.071], [1.725, -2.774, 1.958], [3.476, -1.768, 5.243], [2.960, -1.293, 6.438], [3.546, -0.161, 6.995], [4.572, 0.477, 6.443], [5.075, -0.012, 5.313], [4.567, -1.133, 4.670], [0.786, -1.055, 4.722], [-0.689, -0.034, 3.033], [0.858, -2.408, 0.021], [2.393, -3.549, 1.608], [2.143, -1.795, 6.938], [3.172, 0.243, 7.928], [5.930, 0.512, 4.900], [5.017, -1.502, 3.758]],
  "homo_lumo_gap_ha": 0.2272,
  "molar_mass_g_mol": 946.16,
  "homo_ev": -13.87,
  "charge": 2
}



Record 4
{
  "formula": "C35H39N4O4PdSi",
  "method": "ωB97M-V with the def2-TZVPD basis set",
  "elements": ["Pd", "O", "C", "C", "C", "C", "N", "C", "C", "C", "C", "C", "C", "O", "C", "C", "N", "H", "H", "H", "H", "H", "H", "H", "H", "H", "H", "H", "H", "C", "N", "C", "C", "O", "N", "C", "C", "H", "H", "H", "H", "H", "H", "H", "H", "H", "H", "H", "H", "O", "Si", "C", "C", "C", "C", "C", "C", "C", "C", "C", "C", "C", "C", "C", "C", "C", "C", "C", "C", "H", "H", "H", "H", "H", "H", "H", "H", "H", "H", "H", "H", "H", "H", "H"],
  "coordinates": [[0.082, 0.493, -0.107], [6.717, 3.091, 0.642], [6.500, 1.724, 0.409], [5.045, 1.451, 0.174], [4.632, 0.174, -0.210], [3.292, -0.048, -0.441], [2.363, 0.894, -0.324], [2.744, 2.133, 0.042], [4.081, 2.432, 0.315], [1.681, 3.132, 0.101], [1.936, 4.502, 0.112], [0.888, 5.405, 0.121], [1.156, 6.886, 0.162], [2.442, 7.213, 0.609], [-0.414, 4.903, 0.083], [-0.592, 3.533, 0.077], [0.417, 2.669, 0.115], [7.658, 3.238, 0.781], [6.829, 1.119, 1.270], [7.055, 1.380, -0.477], [5.351, -0.618, -0.347], [2.949, -1.022, -0.756], [4.379, 3.422, 0.617], [2.947, 4.872, 0.089], [0.382, 7.377, 0.768], [1.092, 7.286, -0.855], [2.534, 6.965, 1.537], [-1.260, 5.573, 0.055], [-1.584, 3.102, 0.056], [-3.774, -1.776, 1.912], [-3.029, -0.536, 1.893], [-1.993, -0.362, 2.908], [-3.150, 0.455, 0.955], [-2.151, 1.111, 0.612], [-4.352, 0.783, 0.436], [-5.645, 0.458, 0.991], [-4.380, 1.814, -0.583], [-3.072, -2.608, 1.997], [-4.331, -1.893, 0.988], [-4.461, -1.824, 2.761], [-1.991, -1.259, 3.530], [-2.275, 0.512, 3.517], [-0.617, 0.657, 1.985], [-5.558, -0.044, 1.947], [-6.209, -0.170, 0.300], [-6.212, 1.379, 1.142], [-3.420, 1.832, -1.096], [-4.560, 2.796, -0.138], [-5.172, 1.593, -1.295], [-0.695, -0.216, 2.431], [0.195, -1.898, -0.366], [-1.144, -1.116, -1.546], [-0.811, -0.095, -2.455], [-1.792, 0.495, -3.235], [-3.112, 0.083, -3.127], [-3.450, -0.926, -2.241], [-2.479, -1.505, -1.443], [1.568, -2.806, -1.338], [1.917, -2.491, -2.652], [2.945, -3.156, -3.293], [3.647, -4.154, -2.637], [3.302, -4.492, -1.338], [2.278, -3.822, -0.695], [-0.480, -3.263, 0.791], [-1.103, -4.378, 0.234], [-1.472, -5.452, 1.024], [-1.207, -5.439, 2.384], [-0.573, -4.344, 2.947], [-0.215, -3.264, 2.157], [0.234, 0.187, -2.612], [-1.527, 1.271, -3.935], [-3.869, 0.561, -3.729], [-4.474, -1.267, -2.170], [-2.757, -2.291, -0.756], [1.377, -1.721, -3.183], [3.206, -2.896, -4.307], [4.457, -4.666, -3.133], [3.832, -5.277, -0.821], [2.020, -4.094, 0.318], [-1.281, -4.411, -0.831], [-1.936, -6.317, 0.576], [-1.494, -6.278, 3.001], [-0.332, -4.343, 4.001], [0.282, -2.412, 2.597]],
  "homo_lumo_gap_ha": [0.2580, 0.2578],
  "molar_mass_g_mol": 714.23,
  "homo_ev": [-10.20, -10.19],
  "charge": 1
}



Record 5
{
  "formula": "C35H39N5O8PSTi",
  "method": "ωB97M-V with the def2-TZVPD basis set",
  "elements": ["Ti", "O", "C", "O", "C", "C", "C", "N", "C", "C", "C", "C", "C", "C", "C", "N", "C", "C", "C", "C", "C", "N", "H", "H", "H", "H", "H", "H", "H", "H", "H", "H", "C", "C", "C", "O", "C", "O", "O", "H", "H", "H", "H", "H", "H", "H", "C", "N", "C", "C", "C", "O", "N", "C", "O", "H", "H", "H", "H", "H", "C", "S", "C", "O", "H", "H", "H", "H", "H", "H", "C", "P", "C", "C", "C", "C", "C", "C", "C", "H", "H", "H", "H", "H", "H", "H", "H", "H", "H", "H"],
  "coordinates": [[0.048, 0.430, -0.154], [-0.100, -2.725, 6.013], [0.979, -2.362, 5.533], [2.160, -2.374, 5.876], [0.763, -1.686, 4.107], [1.753, -1.739, 3.139], [1.509, -1.168, 1.900], [0.370, -0.503, 1.646], [-0.567, -0.383, 2.613], [-0.427, -1.038, 3.823], [-1.681, 0.511, 2.285], [-2.697, 0.830, 3.180], [-3.711, 1.674, 2.774], [-3.666, 2.214, 1.495], [-2.615, 1.872, 0.672], [-1.649, 1.032, 1.046], [2.579, -0.994, 0.902], [3.663, -1.849, 0.780], [4.694, -1.489, -0.072], [4.610, -0.288, -0.758], [3.475, 0.493, -0.602], [2.476, 0.149, 0.203], [2.714, -2.164, 3.399], [-1.202, -1.052, 4.579], [-2.694, 0.417, 4.178], [-4.523, 1.914, 3.446], [-4.432, 2.891, 1.147], [-2.535, 2.289, -0.322], [3.696, -2.766, 1.353], [5.555, -2.134, -0.191], [5.410, 0.038, -1.409], [3.366, 1.438, -1.117], [0.587, -1.417, -4.710], [1.573, -1.214, -3.561], [2.811, -2.086, -3.755], [1.928, 0.164, -3.452], [0.888, -1.647, -2.250], [0.525, -2.790, -2.123], [0.734, -0.737, -1.310], [1.078, -1.180, -5.655], [-0.274, -0.761, -4.589], [0.249, -2.452, -4.738], [3.292, -1.840, -4.703], [2.522, -3.135, -3.770], [3.521, -1.930, -2.944], [2.622, 0.329, -4.100], [2.081, 4.194, -4.061], [1.131, 3.251, -3.484], [0.074, 2.783, -4.185], [-0.828, 1.928, -3.650], [-0.602, 1.544, -2.302], [-1.344, 0.759, -1.618], [0.442, 2.015, -1.616], [1.339, 2.879, -2.150], [2.282, 3.350, -1.530], [1.746, 4.489, -5.052], [3.070, 3.743, -4.129], [2.157, 5.072, -3.424], [-0.015, 3.139, -5.203], [-1.680, 1.557, -4.199], [3.010, 3.118, 1.657], [1.238, 3.347, 1.414], [0.818, 3.447, 3.175], [0.663, 1.998, 1.044], [3.372, 3.935, 2.281], [3.475, 3.161, 0.678], [3.183, 2.156, 2.136], [1.207, 4.373, 3.596], [1.244, 2.584, 3.686], [-0.268, 3.432, 3.255], [-1.167, -3.462, 0.349], [-1.741, -1.782, -0.123], [-2.534, -2.108, -1.747], [-3.248, -1.672, 0.923], [-3.266, -2.245, 2.196], [-4.407, -2.195, 2.981], [-5.550, -1.566, 2.508], [-5.545, -0.994, 1.243], [-4.402, -1.041, 0.459], [-0.605, -3.450, 1.284], [-0.522, -3.835, -0.440], [-2.034, -4.112, 0.462], [-3.410, -2.736, -1.598], [-1.823, -2.614, -2.392], [-2.821, -1.165, -2.210], [-2.391, -2.756, 2.580], [-4.407, -2.661, 3.958], [-6.444, -1.527, 3.116], [-6.440, -0.523, 0.857], [-4.420, -0.592, -0.527]],
  "homo_lumo_gap_ha": 0.2314,
  "molar_mass_g_mol": 768.63,
  "homo_ev": -9.94,
  "charge": 1
}



ΔE to the lowest compared entry with this formula, charge and spin, record by record: 0.362, 0.000, 0.753, 1.110, 0.365 eV